No. 1
{
  "formula": "C2H7NS2",
  "method": "ωB97M-V/def2-TZVPD",
  "e_tot_ha": -931.1836,
  "e_homo_ev": [-12.67, -12.67],
  "total_charge": 1,
  "spin_multiplicity": 2,
  "homo_lumo_gap_ev": [8.73, 4.83],
  "max_force_ha_per_bohr": 0.0483,
  "elements": ["S", "S", "H", "H", "C", "C", "N", "H", "H", "H", "H", "H"],
  "coordinates": [[-1.114, -0.576, -2.782], [-2.109, -1.443, -1.084], [-0.686, 0.495, -2.042], [-3.238, -1.705, -1.816], [1.711, 1.257, 0.591], [1.165, 0.225, 1.297], [-0.024, -0.383, 1.043], [1.128, 1.649, -0.261], [2.738, 1.581, 0.771], [1.706, -0.023, 2.219], [-0.750, -0.207, 0.281], [-0.527, -0.871, 1.782]]
}



No. 2
{
  "formula": "C28H78F3O14Y",
  "method": "ωB97M-V/def2-TZVPD",
  "e_tot_ha": -2503.7516,
  "e_homo_ev": [-15.29, -15.29],
  "total_charge": 3,
  "spin_multiplicity": 2,
  "homo_lumo_gap_ev": [5.34, 2.72],
  "max_force_ha_per_bohr": 0.1031,
  "elements": ["Y", "C", "O", "O", "C", "F", "F", "F", "C", "C", "H", "H", "H", "H", "H", "H", "C", "C", "O", "H", "H", "H", "H", "H", "H", "C", "C", "O", "H", "H", "H", "H", "H", "H", "C", "C", "O", "H", "H", "H", "H", "H", "H", "C", "C", "O", "H", "H", "H", "H", "H", "H", "C", "C", "O", "H", "H", "H", "H", "H", "H", "C", "C", "O", "H", "H", "H", "H", "H", "H", "C", "C", "O", "H", "H", "H", "H", "H", "H", "C", "C", "O", "H", "H", "H", "H", "H", "H", "C", "C", "O", "H", "H", "H", "H", "H", "H", "C", "C", "O", "H", "H", "H", "H", "H", "H", "C", "C", "O", "H", "H", "H", "H", "H", "H", "C", "C", "O", "H", "H", "H", "H", "H", "H"],
  "coordinates": [[-13.073, -9.351, -5.367], [-16.192, -10.162, -7.379], [-16.101, -9.420, -8.573], [-15.040, -9.892, -6.601], [-17.620, -9.893, -6.728], [-18.605, -10.478, -7.445], [-17.643, -10.375, -5.485], [-17.918, -8.610, -6.702], [-16.056, -10.144, -9.855], [-15.915, -9.007, -10.853], [-14.921, -8.569, -10.755], [-16.079, -9.385, -11.862], [-16.680, -8.235, -10.766], [-17.083, -10.504, -9.906], [-15.246, -10.866, -9.961], [-16.166, -11.229, -7.602], [-12.533, -10.821, -11.688], [-13.554, -11.547, -12.538], [-12.903, -12.502, -13.368], [-13.174, -10.210, -11.053], [-11.922, -10.221, -12.363], [-11.931, -11.519, -11.106], [-14.136, -10.896, -13.189], [-14.279, -12.099, -11.941], [-13.610, -12.903, -13.879], [-12.856, -5.283, -11.079], [-11.451, -5.535, -11.633], [-10.553, -5.779, -10.566], [-13.444, -4.830, -11.877], [-12.919, -4.713, -10.152], [-13.355, -6.234, -10.892], [-11.096, -4.624, -12.114], [-11.482, -6.278, -12.429], [-10.273, -4.923, -10.234], [-18.941, -10.378, -2.150], [-17.887, -10.978, -1.207], [-18.393, -10.976, 0.090], [-19.259, -9.353, -1.960], [-19.860, -10.963, -2.095], [-18.538, -10.385, -3.163], [-16.946, -10.438, -1.107], [-17.643, -12.009, -1.465], [-19.037, -11.686, 0.150], [-20.006, -8.387, -9.695], [-20.903, -9.651, -9.618], [-21.216, -10.066, -10.897], [-19.046, -8.703, -10.106], [-19.838, -8.002, -8.690], [-20.560, -7.660, -10.289], [-21.863, -9.443, -9.144], [-20.442, -10.456, -9.046], [-21.507, -9.266, -11.341], [-18.393, -11.062, -13.355], [-18.392, -12.492, -14.001], [-17.527, -13.332, -13.202], [-18.987, -10.398, -13.984], [-17.419, -10.615, -13.157], [-18.942, -10.987, -12.416], [-17.965, -12.376, -14.997], [-19.416, -12.846, -14.113], [-18.044, -13.586, -12.434], [-15.992, -4.700, -8.243], [-16.441, -6.125, -8.279], [-15.284, -6.982, -8.269], [-16.908, -4.109, -8.252], [-15.342, -4.424, -9.074], [-15.566, -4.449, -7.272], [-16.974, -6.491, -9.156], [-17.090, -6.518, -7.496], [-15.568, -7.880, -8.457], [-19.439, -13.728, -8.693], [-18.514, -13.675, -9.911], [-19.116, -14.161, -11.067], [-18.977, -13.171, -7.878], [-19.735, -14.756, -8.481], [-20.358, -13.201, -8.948], [-17.649, -14.302, -9.698], [-18.150, -12.662, -10.083], [-19.914, -13.676, -11.288], [-15.240, -6.302, -13.796], [-16.572, -6.927, -14.273], [-16.230, -8.209, -14.933], [-14.536, -6.004, -14.573], [-14.784, -7.070, -13.171], [-15.388, -5.482, -13.094], [-17.098, -6.296, -14.989], [-17.238, -7.154, -13.440], [-16.961, -8.443, -15.508], [-10.834, -8.828, -9.595], [-12.038, -8.444, -8.789], [-11.852, -8.641, -7.420], [-9.890, -8.343, -9.349], [-11.050, -8.551, -10.627], [-10.684, -9.908, -9.613], [-12.909, -8.959, -9.194], [-12.365, -7.435, -9.040], [-11.058, -8.155, -7.187], [-12.371, -12.494, -8.318], [-12.412, -12.406, -6.758], [-11.851, -11.116, -6.470], [-12.887, -11.681, -8.827], [-12.860, -13.418, -8.627], [-11.359, -12.663, -8.685], [-11.884, -13.203, -6.234], [-13.455, -12.455, -6.445], [-10.917, -11.121, -6.694], [-16.574, -7.251, -3.789], [-15.626, -8.444, -3.451], [-14.297, -8.086, -3.663], [-17.639, -7.438, -3.651], [-16.402, -7.006, -4.837], [-16.320, -6.363, -3.211], [-15.874, -9.251, -4.141], [-15.708, -8.825, -2.432], [-14.143, -7.406, -3.003], [-17.424, -13.683, -4.048], [-18.780, -13.382, -4.689], [-19.457, -14.541, -5.049], [-16.878, -12.764, -3.836], [-16.791, -14.320, -4.666], [-17.548, -14.211, -3.103], [-18.648, -12.824, -5.616], [-19.334, -12.806, -3.948], [-20.353, -14.255, -5.244]]
}



No. 3
{
  "formula": "C20H38BN4O6",
  "method": "ωB97M-V/def2-TZVPD",
  "e_tot_ha": -1480.2780,
  "e_homo_ev": -4.11,
  "total_charge": -1,
  "homo_lumo_gap_ev": 6.54,
  "max_force_ha_per_bohr": 0.0141,
  "elements": ["B", "O", "C", "C", "C", "C", "C", "C", "C", "C", "O", "H", "H", "H", "H", "H", "H", "H", "H", "H", "H", "C", "O", "N", "C", "C", "H", "H", "H", "H", "H", "H", "H", "C", "O", "N", "C", "C", "H", "H", "H", "H", "H", "H", "H", "C", "O", "N", "C", "C", "H", "H", "H", "H", "H", "H", "H", "C", "O", "N", "C", "C", "H", "H", "H", "H", "H", "H", "H"],
  "coordinates": [[1.387, 1.012, 0.500], [1.149, 2.315, -0.239], [-0.244, 2.522, -0.297], [-0.779, 1.135, 0.043], [-2.243, 0.921, 0.245], [-3.201, 1.770, -0.300], [-4.562, 1.507, -0.127], [-4.956, 0.395, 0.603], [-4.011, -0.456, 1.166], [-2.658, -0.188, 0.976], [0.037, 0.753, 1.113], [2.311, 1.158, 1.284], [1.687, 0.041, -0.228], [-0.596, 2.918, -1.250], [-0.496, 3.271, 0.467], [-0.440, 0.516, -0.812], [-2.858, 2.623, -0.863], [-5.274, 2.189, -0.563], [-6.009, 0.195, 0.734], [-4.329, -1.310, 1.741], [-1.919, -0.843, 1.408], [-3.241, -3.670, 3.000], [-4.452, -3.654, 2.886], [-2.567, -3.219, 4.073], [-1.119, -3.245, 4.142], [-3.323, -2.673, 5.186], [-2.579, -4.048, 2.203], [-0.791, -3.850, 4.991], [-0.727, -2.233, 4.253], [-0.714, -3.673, 3.228], [-3.999, -3.428, 5.589], [-3.921, -1.824, 4.853], [-2.636, -2.347, 5.963], [0.294, 2.680, -3.607], [-0.773, 3.265, -3.688], [0.646, 1.635, -4.379], [1.920, 0.964, -4.209], [-0.282, 1.155, -5.383], [1.060, 2.936, -2.858], [2.491, 1.004, -5.140], [1.750, -0.080, -3.942], [2.491, 1.441, -3.416], [-0.505, 1.946, -6.101], [-1.219, 0.850, -4.915], [0.160, 0.307, -5.904], [1.588, -2.815, -5.247], [2.286, -2.209, -6.038], [2.050, -3.648, -4.298], [1.166, -4.331, -3.374], [3.484, -3.854, -4.195], [0.489, -2.715, -5.238], [1.399, -4.044, -2.347], [1.276, -5.413, -3.475], [0.134, -4.061, -3.584], [3.987, -2.906, -4.002], [3.874, -4.262, -5.128], [3.692, -4.544, -3.381], [3.917, 2.413, 4.077], [4.610, 2.025, 3.163], [2.986, 3.388, 4.002], [2.288, 3.852, 5.178], [2.673, 4.005, 2.717], [4.039, 2.030, 5.109], [1.212, 3.697, 5.065], [2.475, 4.918, 5.337], [2.629, 3.302, 6.054], [2.256, 3.268, 2.027], [3.583, 4.421, 2.282], [1.946, 4.799, 2.873]]
}



No. 4
{
  "formula": "CH4N3",
  "method": "ωB97M-V/def2-TZVPD",
  "e_tot_ha": -204.3378,
  "e_homo_ev": [-14.20, -13.38],
  "total_charge": 1,
  "homo_lumo_gap_ev": [8.66, 7.18],
  "max_force_ha_per_bohr": 0.1066,
  "elements": ["C", "N", "N", "N", "H", "H", "H", "H"],
  "coordinates": [[-0.267, 0.190, 0.209], [2.895, 0.142, -0.207], [2.104, -0.543, 0.219], [-1.097, -0.736, -0.090], [-0.473, 1.345, 0.334], [2.876, 1.100, -0.670], [-2.204, -0.651, -0.256], [-0.787, -1.637, -0.103]]
}